[1]
This record from the OMol25 dataset describes a structure of composition C35H48AsO2P3W. The level of theory is the ωB97M-V functional and the def2-TZVPD basis.

XYZ file:
```
90
Properties=species:S:1:pos:R:3:forces:R:3:lowdin_charge:R:1
P 4.1056 -0.8175 0.3100 4.867 -1.658 1.671 1.074
C 4.7288 -0.6873 2.0325 -2.021 0.704 1.195 -0.223
H 5.7545 -1.0729 2.0211 -0.129 0.008 -0.268 0.090
H 4.1006 -1.2899 2.7260 0.464 0.302 -0.353 0.040
H 4.7218 0.3646 2.3754 0.134 -0.515 -0.130 0.068
C 4.6152 -2.5918 0.0505 -2.124 -0.710 -1.216 -0.199
H 4.2427 -2.9097 -0.9506 0.543 -0.054 0.613 0.068
H 4.2289 -3.3032 0.7964 -0.035 0.539 -0.154 0.046
H 5.6997 -2.5824 0.0616 0.054 0.086 0.016 0.063
C 5.6423 -0.0656 -0.4347 -1.311 1.499 -1.662 -0.204
H 6.3944 -0.8449 -0.5004 -0.105 -0.131 -0.047 0.065
H 6.0277 0.7708 0.1538 -0.337 -0.077 0.026 0.072
H 5.3983 0.3113 -1.4524 0.572 -0.222 0.505 0.062
P -1.0677 3.5791 -0.6484 0.632 -1.467 -0.324 0.862
C -0.9609 3.2891 1.1254 0.757 -0.575 -0.046 -0.247
H -1.1391 4.2760 1.5319 -0.034 0.195 0.614 0.066
H 0.0338 2.9083 1.4316 -0.447 0.418 -0.163 0.053
H -1.7040 2.5755 1.4729 -0.190 0.105 -0.054 0.045
C -0.0442 5.0132 -0.9726 0.939 -0.532 -0.267 -0.232
H -0.0718 5.2947 -2.0357 -0.036 0.068 0.427 0.073
H 1.0028 4.8236 -0.6592 -0.612 0.307 -0.164 0.072
H -0.5237 5.7589 -0.3429 0.284 0.513 -0.060 0.067
C -2.7118 4.2107 -0.9086 -0.648 -0.900 0.396 -0.228
H -2.6983 5.1520 -0.3499 -0.403 0.063 -0.177 0.078
H -3.4610 3.5106 -0.4758 0.369 0.595 -0.373 0.079
H -2.8917 4.3642 -1.9650 -0.231 0.242 -0.118 0.061
P -2.9608 -3.0920 0.2825 -1.184 -2.127 0.848 0.803
C -3.5664 -3.5591 2.0152 0.196 0.790 -0.441 -0.300
H -4.3051 -4.3776 1.9048 0.528 0.440 0.246 0.055
H -4.0540 -2.6612 2.4343 0.096 -0.522 0.091 0.024
H -2.7189 -3.8633 2.6393 -0.252 0.052 0.025 0.022
C -4.6244 -3.5676 -0.4686 0.793 0.487 -0.276 -0.294
H -4.8247 -4.5971 -0.1418 -0.063 0.370 -0.271 0.043
H -4.5289 -3.5107 -1.5568 -0.322 -0.151 0.090 0.033
H -5.4239 -2.9068 -0.1305 0.078 -0.003 -0.076 0.045
C -2.1430 -4.7364 -0.0758 -0.232 0.442 -0.851 -0.312
H -2.9160 -5.5015 -0.2841 0.529 0.340 0.184 0.055
H -1.4917 -5.0793 0.7194 0.091 0.046 0.195 0.026
H -1.5392 -4.5895 -0.9817 -0.067 -0.373 0.125 0.013
W -0.0493 0.0162 -2.3502 -1.613 1.438 10.620 1.276
C 1.0479 0.2124 -0.6032 1.667 2.138 4.539 -0.165
O 1.4377 0.5733 0.4475 -1.218 -1.718 -3.929 0.027
C -1.6099 -0.0414 -0.9617 -4.835 1.501 6.592 -0.128
O -2.3511 0.1450 -0.0411 4.170 -0.985 -5.752 0.043
C -1.4172 0.4020 -3.8663 -2.067 1.155 -1.283 -0.134
C -0.9438 -0.9220 -3.8659 -0.683 -2.538 -2.104 -0.190
C 0.4642 -1.1804 -3.8933 0.678 -0.877 -2.458 -0.166
C 1.3587 -0.0822 -3.8320 3.019 -1.187 -2.189 -0.183
C 0.8498 1.2278 -3.8101 2.332 2.048 -0.531 -0.163
C -0.5190 1.4735 -3.7397 -1.599 1.644 -2.956 -0.218
H -2.4752 0.5996 -3.8972 -0.214 -0.110 0.005 0.166
H -1.6365 -1.7460 -3.7647 -0.147 -0.028 -0.328 0.164
H 0.8303 -2.1941 -3.8657 0.141 -0.168 0.125 0.161
H 2.4389 -0.2473 -3.7159 -0.559 0.084 -0.643 0.159
H 1.5433 2.0816 -3.8011 -0.220 -0.591 0.293 0.168
H -0.9026 2.4904 -3.6914 0.136 -0.356 0.130 0.140
C 1.4565 3.2482 5.5804 0.003 -0.353 -0.201 -0.035
C 2.3678 2.3318 5.0337 -0.370 -0.089 0.041 -0.050
C 1.9070 1.1436 4.4520 -0.051 0.180 -0.131 -0.127
C 0.5357 0.8440 4.4589 -0.306 0.677 -0.491 -0.390
C -0.3811 1.7526 5.0180 0.591 0.282 -0.020 -0.102
C 0.0876 2.9535 5.5718 -0.212 -0.161 0.004 -0.045
As -0.1753 -0.6932 3.4345 0.563 -0.627 2.735 1.423
C 1.2618 -1.9890 3.8061 -0.163 -0.013 -0.690 -0.434
C 1.4851 -2.9589 2.8169 0.399 0.096 0.243 -0.144
C 2.5096 -3.8970 2.9863 -0.067 -0.008 -0.065 -0.094
C 3.3015 -3.8722 4.1376 -0.051 0.045 -0.089 -0.048
C 3.0595 -2.9204 5.1346 -0.165 0.075 -0.097 -0.037
C 2.0376 -1.9785 4.9732 0.113 -0.034 -0.041 -0.116
C -1.5193 -1.3430 4.7389 0.417 0.439 -0.921 -0.339
C -1.2897 -2.4389 5.5881 -0.739 -0.910 0.475 -0.042
C -2.3192 -2.8867 6.4253 1.214 -0.152 -0.198 0.002
C -3.5747 -2.2633 6.4110 -0.048 0.060 0.024 0.028
C -3.7982 -1.1698 5.5648 0.538 0.888 -0.843 -0.013
C -2.7782 -0.7166 4.7157 -1.385 -0.276 0.663 -0.109
H 1.8146 4.1863 6.0083 -0.122 -0.312 -0.103 0.127
H 3.4363 2.5444 5.0565 -0.268 -0.050 0.015 0.118
H 2.6210 0.4422 4.0109 -0.229 0.272 0.146 0.078
H -1.4414 1.5155 5.0362 0.171 0.187 0.045 0.085
H -0.6296 3.6652 6.0010 0.364 -0.374 -0.141 0.127
H 0.8669 -2.9703 1.9179 0.081 -0.106 0.162 0.083
H 2.6775 -4.6608 2.2216 -0.064 0.197 0.298 0.115
H 4.1059 -4.6021 4.2573 -0.298 0.226 0.022 0.128
H 3.6636 -2.9104 6.0428 -0.182 -0.026 -0.245 0.129
H 1.8460 -1.2383 5.7537 0.105 -0.258 -0.218 0.121
H -0.3190 -2.9253 5.5960 -0.248 -0.038 0.033 0.104
H -2.1380 -3.7369 7.0929 -0.057 0.432 -0.239 0.139
H -4.3754 -2.6229 7.0597 0.223 0.046 -0.226 0.143
H -4.7659 -0.6717 5.5562 0.216 -0.114 0.045 0.131
H -2.9553 0.1252 4.0474 -0.100 -0.248 0.099 0.102
```
Forces are in eV/Å.

Properties
Relative energy (zero: lowest compared OMol25 entry of this formula, charge and spin) in kcal/mol: 46.6
HOMO-LUMO gap (alpha / beta) in eV: 3.71 / 3.27
LUMO level (alpha / beta) in eV: -13.76 / -14.17
Charge: +4
Multiplicity: 3
Highest occupied orbital energy (alpha / beta) in eV: -17.47 / -17.45


[2]
This record from the OMol25 dataset describes a structure of composition C35H48Cl2MoNO2P3. The level of theory is the ωB97M-V functional and the def2-TZVPD basis.

XYZ file:
```
92
Properties=species:S:1:pos:R:3:forces:R:3:lowdin_charge:R:1
P 1.3503 0.9605 -2.8504 0.245 0.863 -2.670 1.153
C 3.0281 1.0878 -3.6001 0.593 -0.170 0.503 -0.371
C 3.4003 0.4341 -4.7850 0.048 0.190 -0.009 -0.079
H 2.7352 -0.2964 -5.2445 0.147 0.231 0.064 0.104
C 4.6130 0.7474 -5.4106 -0.076 0.072 0.314 -0.056
H 4.8685 0.2646 -6.3574 -0.054 0.179 0.361 0.117
C 5.4823 1.6752 -4.8257 -0.202 -0.027 0.107 -0.055
H 6.4202 1.9310 -5.3251 -0.322 -0.097 0.215 0.117
C 5.1533 2.2712 -3.5986 -0.036 -0.141 -0.142 -0.061
H 5.8439 2.9763 -3.1291 -0.253 -0.263 -0.166 0.117
C 3.9384 1.9699 -2.9816 -0.098 -0.156 -0.352 -0.101
H 3.6766 2.4401 -2.0322 0.080 0.003 -0.223 0.108
C 0.6344 -0.3881 -3.8732 -0.137 -0.432 0.301 -0.378
C 0.9731 -1.7087 -3.5225 -0.210 0.122 -0.189 -0.126
H 1.5381 -1.8972 -2.6072 -0.045 0.016 -0.228 0.096
C 0.6180 -2.7710 -4.3503 -0.047 -0.018 -0.007 -0.073
H 0.8882 -3.7909 -4.0656 -0.056 0.318 -0.170 0.112
C -0.0710 -2.5290 -5.5447 -0.011 0.161 0.084 -0.057
H -0.3217 -3.3566 -6.2097 0.070 0.233 0.213 0.117
C -0.4395 -1.2240 -5.8848 0.046 -0.104 0.214 -0.049
H -0.9830 -1.0239 -6.8103 0.171 -0.102 0.297 0.120
C -0.1074 -0.1597 -5.0426 0.066 -0.041 0.029 -0.064
H -0.3982 0.8541 -5.3176 0.115 -0.258 0.056 0.110
C 0.5689 2.4292 -3.6461 -0.404 0.419 0.521 -0.360
C 1.1341 3.1102 -4.7373 -0.130 -0.076 -0.036 -0.069
H 2.1443 2.8755 -5.0710 -0.289 0.009 0.049 0.106
C 0.3947 4.0779 -5.4270 -0.137 -0.136 0.351 -0.050
H 0.8371 4.5741 -6.2954 -0.196 -0.165 0.348 0.119
C -0.9000 4.3990 -5.0005 0.107 -0.187 0.117 -0.055
H -1.4853 5.1371 -5.5544 0.197 -0.236 0.248 0.117
C -1.4391 3.7830 -3.8602 0.128 0.030 -0.141 -0.064
H -2.4384 4.0578 -3.5119 0.390 -0.071 -0.107 0.114
C -0.7010 2.8162 -3.1734 0.179 0.033 -0.419 -0.104
H -1.1079 2.3548 -2.2711 0.019 0.112 -0.199 0.095
Mo 0.5979 -0.8591 1.7229 0.128 2.708 2.443 0.916
C -1.4184 -1.5340 1.6974 -0.614 -0.404 -1.224 -0.256
C -1.9793 -1.7218 0.4766 0.207 0.306 0.962 -0.359
H -1.9992 -1.7748 2.5973 0.324 0.048 -0.363 0.004
C -1.1713 -1.2902 -0.7376 -1.458 0.026 -1.370 -0.375
O -1.9566 -0.2679 -1.4125 0.886 -0.606 0.135 -0.029
H -1.4794 0.0314 -2.2113 -0.218 -0.290 0.238 0.076
C 0.1686 -0.7866 -0.3148 0.307 1.231 0.875 -0.295
H -1.0514 -2.1583 -1.4118 0.230 0.270 0.026 0.141
C 1.1150 0.0977 -0.3175 -1.089 -2.176 -0.359 -0.057
Cl -0.0182 -0.9946 4.0713 0.507 0.124 -1.339 0.153
Cl 2.5183 0.3625 2.3091 0.024 -0.272 0.007 0.035
P 1.6803 -2.8934 1.9879 1.338 -2.384 0.669 0.657
C 2.4302 -3.1466 3.6289 -0.086 0.300 0.112 -0.256
H 1.6402 -3.2169 4.3834 0.180 -0.005 -0.171 0.028
H 3.0684 -2.2907 3.8701 -0.091 -0.140 -0.026 0.049
H 3.0272 -4.0669 3.6147 -0.137 0.170 -0.101 0.071
C 0.6710 -4.3780 1.7544 -0.338 0.025 -0.188 -0.227
H 0.1472 -4.3174 0.7941 0.094 -0.102 0.138 0.043
H -0.0736 -4.4391 2.5568 0.168 -0.009 -0.139 0.059
H 1.3142 -5.2675 1.7703 -0.148 0.216 0.041 0.071
C 3.0815 -3.0896 0.8595 -0.015 0.236 -0.334 -0.229
H 3.7735 -2.2524 1.0032 -0.077 -0.189 -0.037 0.051
H 2.7224 -3.0873 -0.1754 0.163 -0.040 0.120 0.046
H 3.5834 -4.0408 1.0793 -0.123 0.234 -0.059 0.072
P -3.6796 -2.3544 0.3594 1.166 0.468 -0.202 0.882
C -4.0929 -3.1667 1.8976 -0.155 -0.190 0.233 -0.170
C -3.7014 -3.5319 -0.9846 -0.253 -0.197 -0.141 -0.159
H -4.1348 -2.4377 2.7171 -0.037 -0.177 -0.230 0.074
H -3.3497 -3.9382 2.1393 -0.200 0.202 -0.120 0.075
H -5.0789 -3.6412 1.7919 0.220 0.139 0.045 0.083
H -3.2632 -3.0757 -1.8808 -0.180 -0.082 0.153 0.070
H -4.7409 -3.8203 -1.1855 0.260 -0.028 -0.076 0.078
H -3.1238 -4.4222 -0.7050 -0.133 0.204 -0.069 0.076
C -4.7723 -0.9797 0.0438 -0.393 0.111 -0.131 -0.149
H -5.0550 -0.5074 0.9932 0.097 -0.088 -0.228 0.080
H -5.6732 -1.3427 -0.4667 0.117 0.174 0.134 0.077
H -4.2444 -0.2542 -0.5873 -0.167 -0.204 0.118 0.061
H 2.0014 0.5951 -0.7268 -0.433 0.069 1.096 0.021
O -0.5330 3.0186 3.0568 -0.008 -0.432 0.204 0.013
C -0.7672 2.7029 4.2189 -0.362 -0.016 0.372 -0.498
C 0.2872 2.1551 5.1739 0.053 0.009 -0.627 -0.159
C 0.5644 3.0552 6.3706 0.122 0.098 0.316 -0.186
C -0.4170 2.8778 7.5294 0.088 0.181 0.019 -0.209
C -1.8580 3.2521 7.2053 -0.106 -0.006 0.089 -0.189
C -2.4776 2.4377 6.0705 0.054 -0.010 0.236 -0.190
N -2.0261 2.8390 4.7470 0.092 -0.166 -0.698 0.066
H -0.0208 1.1526 5.4955 -0.015 0.244 0.143 0.042
H 1.1984 2.0164 4.5828 -0.189 0.098 0.018 0.086
H 1.5730 2.8247 6.7331 -0.151 0.080 -0.020 0.115
H 0.5800 4.1049 6.0504 0.020 -0.132 0.025 0.127
H -0.3859 1.8359 7.8698 0.035 0.039 0.006 0.115
H -0.0778 3.5010 8.3641 -0.042 -0.154 -0.037 0.115
H -2.4738 3.0963 8.0982 0.083 0.026 -0.067 0.115
H -1.9190 4.3186 6.9625 -0.052 -0.095 -0.050 0.122
H -2.2737 1.3679 6.2368 -0.113 0.142 0.003 0.117
H -3.5653 2.5766 6.0927 0.255 -0.082 -0.090 0.122
H -2.7398 3.0449 4.0570 0.272 0.187 0.186 0.140
```
Forces are in eV/Å.

Properties
HOMO-LUMO gap (alpha / beta) in eV: 5.02 / 4.81
LUMO level (alpha / beta) in eV: -7.82 / -8.02
Charge: +2
Multiplicity: 3
Highest occupied orbital energy (alpha / beta) in eV: -12.83 / -12.83


no.,maximum force (eV/Å),electronic energy (eV)
1,10.84,-131651.419
2,3.65,-97410.530